{"formula": "C31H34AsClIN4O7SSi2W", "method": "ωB97M-V with the def2-TZVPD basis set", "relative_energy_ev": 1.241, "lumo_energy_ev": [1.8, 1.7], "molar_mass_g_mol": 1083.99, "total_energy_ha": -5985.5493, "total_charge": -1, "orbital_gap_ev": [5.97, 6.23], "multiplicity": 3, "elements": ["W", "C", "O", "C", "C", "C", "C", "C", "C", "N", "N", "C", "C", "C", "C", "O", "C", "N", "C", "C", "C", "C", "H", "H", "H", "H", "H", "H", "H", "H", "H", "H", "H", "H", "Cl", "C", "C", "C", "I", "C", "O", "C", "N", "C", "C", "C", "C", "H", "H", "H", "H", "C", "Si", "C", "C", "As", "Si", "C", "C", "C", "H", "H", "H", "H", "H", "H", "H", "H", "H", "H", "H", "H", "H", "H", "H", "H", "H", "H", "O", "S", "O", "O", "O"], "positions_angstrom": [[-0.519707, -1.406713, -1.202891], [2.310541, 3.097540, 4.378736], [1.252454, 2.808131, 5.273140], [0.913402, 1.501564, 5.432260], [1.612117, 0.436051, 4.869513], [1.155824, -0.861128, 5.050053], [0.010557, -1.115036, 5.791516], [-0.631744, -0.050313, 6.415755], [-0.204046, 1.247220, 6.224852], [-0.535119, -2.426842, 6.042646], [-0.665924, -3.268430, 5.142761], [-0.356679, -2.964315, 3.780447], [0.499476, -3.799735, 3.126558], [0.995389, -3.509959, 1.843508], [0.588056, -2.367735, 1.207200], [1.023001, -1.893277, 0.048047], [-0.449903, -1.578683, 1.795768], [-0.947862, -0.645986, 0.954135], [-1.873579, 0.152009, 1.429596], [-2.377933, 0.015767, 2.739770], [-1.935498, -0.994696, 3.548854], [-0.913923, -1.857509, 3.087090], [2.386015, 4.180656, 4.338800], [2.099748, 2.713392, 3.377552], [3.258320, 2.682867, 4.732884], [2.496005, 0.600381, 4.270630], [1.691012, -1.676977, 4.582484], [-1.494740, -0.260376, 7.036228], [-0.722431, 2.081843, 6.677740], [0.840088, -4.685736, 3.649889], [1.693752, -4.171095, 1.349135], [-2.242041, 0.912907, 0.757717], [-3.151882, 0.688013, 3.083363], [-2.379222, -1.130839, 4.526433], [1.870769, -2.428821, -7.716146], [0.858869, -2.136789, -6.322677], [-0.491944, -2.027256, -6.481122], [-1.336305, -1.785083, -5.380300], [-3.394648, -1.674556, -5.637660], [-0.819973, -1.630897, -4.106061], [-1.499095, -1.379486, -3.034512], [0.595031, -1.796624, -3.961599], [1.025721, -1.720431, -2.671722], [2.311596, -1.862560, -2.420173], [3.245058, -2.071682, -3.451587], [2.829204, -2.157871, -4.749916], [1.454223, -2.032954, -5.043289], [-0.917757, -2.127939, -7.469699], [2.596321, -1.809437, -1.380772], [4.291368, -2.173166, -3.199991], [3.535514, -2.326540, -5.551246], [1.120746, 3.501529, 0.789802], [1.510076, 2.740517, -0.890112], [1.508676, 4.114908, -2.166846], [3.230814, 1.993082, -0.785373], [0.068416, 1.108043, -1.536029], [-2.038340, 1.672278, -2.177322], [-3.453594, 0.521835, -1.704380], [-2.108582, 1.942367, -4.050048], [-2.464638, 3.353265, -1.396498], [1.932412, 4.155721, 1.127048], [0.981404, 2.718493, 1.537161], [0.205378, 4.097159, 0.738928], [2.256687, 4.871738, -1.908576], [0.533332, 4.602914, -2.207369], [1.737365, 3.729516, -3.160763], [3.967243, 2.779010, -0.590349], [3.502362, 1.488930, -1.714295], [3.284072, 1.268923, 0.030397], [-3.399226, -0.469350, -2.144838], [-4.342861, 1.016651, -2.116019], [-3.626575, 0.413057, -0.636954], [-2.915125, 1.369650, -4.515378], [-1.166329, 1.634377, -4.505007], [-2.269781, 2.997963, -4.284303], [-2.198979, 3.359581, -0.335623], [-3.529066, 3.591401, -1.482347], [-1.910971, 4.156754, -1.888474], [-2.079767, -4.598781, 0.163699], [-2.061756, -3.702196, -0.964825], [-0.618642, -3.478005, -1.471740], [-2.269302, -2.230074, -0.502639], [-2.962926, -4.032126, -2.034624]], "atomic_forces_ev_per_a": [[0.5, 0.2, 1.4], [0.0, 0.0, 0.0], [0.0, 0.0, 0.0], [0.0, -0.1, 0.0], [0.0, 0.1, 0.0], [0.0, -0.1, 0.0], [0.0, 0.1, 0.0], [-0.1, -0.1, 0.1], [0.0, 0.0, 0.0], [0.0, 0.2, 0.0], [0.0, -0.2, 0.0], [-0.1, 0.2, 0.0], [0.1, -0.3, 0.0], [0.3, 0.0, 0.0], [-0.1, 0.5, -0.3], [0.3, -0.7, 0.2], [0.5, -1.0, 0.0], [-0.5, 0.0, 0.3], [0.0, 0.1, 0.1], [0.0, 0.0, -0.1], [0.0, -0.1, 0.0], [-0.4, 0.7, -0.1], [0.0, 0.0, 0.0], [0.0, 0.0, 0.1], [0.0, 0.0, 0.0], [0.0, 0.0, 0.0], [0.0, 0.0, 0.0], [0.0, 0.0, 0.0], [0.0, 0.0, 0.0], [0.0, 0.0, 0.0], [0.0, 0.0, 0.0], [0.0, 0.0, 0.0], [0.0, 0.0, -0.1], [0.0, 0.0, 0.0], [0.0, 0.0, 0.0], [0.1, 0.0, -0.1], [-0.1, 0.0, 0.1], [0.0, 0.1, -0.1], [0.1, 0.0, 0.0], [0.2, -0.1, 0.0], [-0.2, 0.1, -0.1], [-0.3, 0.0, 0.1], [0.7, 0.0, -0.6], [-0.1, 0.0, -0.2], [0.0, 0.0, 0.1], [-0.1, 0.0, 0.0], [0.1, 0.0, 0.0], [0.0, 0.0, 0.0], [0.1, 0.0, 0.0], [0.0, 0.0, 0.0], [0.0, 0.0, 0.0], [0.1, 0.1, 0.0], [-0.1, 0.0, 0.2], [0.1, 0.1, 0.0], [0.0, 0.0, 0.0], [0.0, -0.6, -0.5], [-0.5, 0.9, -0.3], [-0.1, 0.2, -0.1], [-0.1, -0.1, 0.0], [0.0, -0.1, 0.1], [0.0, 0.0, 0.0], [-0.1, 0.0, -0.1], [0.0, -0.1, 0.0], [0.0, 0.0, 0.0], [0.0, 0.0, 0.0], [0.0, 0.0, 0.0], [0.0, 0.0, 0.0], [0.0, 0.0, 0.0], [0.0, 0.0, 0.0], [0.1, 0.0, 0.0], [0.0, 0.0, 0.0], [0.0, 0.0, 0.1], [0.0, 0.0, 0.0], [0.0, 0.0, 0.0], [0.0, 0.0, 0.0], [0.0, 0.1, 0.0], [0.0, 0.0, 0.0], [0.1, 0.0, 0.0], [0.1, 0.4, -0.1], [-0.1, -0.5, 0.0], [-0.1, -0.4, -0.2], [-0.5, 0.1, -0.1], [0.2, 0.1, 0.1]]}

---

{"formula": "C44H41BrCaF4O5P2Se2Si", "method": "ωB97M-V with the def2-TZVPD basis set", "relative_energy_ev": 0.345, "lumo_energy_ev": [3.6, 3.6], "molar_mass_g_mol": 1093.73, "total_energy_ha": -11503.8713, "total_charge": -2, "orbital_gap_ev": [4.55, 3.88], "multiplicity": 1, "elements": ["Ca", "O", "C", "C", "O", "C", "C", "O", "C", "O", "O", "Se", "P", "Se", "C", "C", "C", "C", "C", "C", "C", "C", "C", "C", "C", "C", "H", "H", "H", "H", "H", "H", "H", "H", "H", "H", "F", "C", "C", "F", "C", "F", "C", "P", "C", "C", "C", "C", "C", "C", "C", "C", "C", "C", "C", "C", "C", "Br", "C", "F", "H", "H", "H", "H", "H", "H", "H", "H", "H", "H", "C", "Si", "C", "C", "C", "C", "C", "C", "C", "C", "H", "H", "H", "H", "H", "H", "H", "H", "H", "H", "H", "H", "H", "H", "H", "H", "H", "H", "H", "H", "H"], "positions_angstrom": [[0.137997, 1.255480, 0.902377], [-5.952795, 3.268860, 0.403454], [-4.798795, 2.809663, 0.534391], [-4.186653, 1.815639, -0.458151], [-4.733141, 1.348502, -1.449226], [-2.853030, 1.492789, 0.021329], [-2.589340, 2.197374, 1.158036], [-1.490442, 2.142330, 1.839543], [-3.813993, 3.028538, 1.556038], [-3.842267, 3.708916, 2.588618], [-1.924960, 0.574913, -0.505239], [0.496966, 3.104344, -1.225106], [2.399427, 2.195193, -1.671469], [2.931876, 0.447064, -0.539888], [2.459313, 1.843465, -3.471483], [2.929756, 0.629865, -3.950122], [2.962793, 0.386008, -5.318956], [2.529575, 1.355569, -6.207564], [2.055786, 2.572879, -5.729836], [2.016943, 2.813934, -4.367431], [3.732555, 3.442803, -1.505705], [5.028023, 3.087643, -1.879109], [6.062986, 3.997979, -1.764168], [5.814179, 5.271566, -1.262157], [4.531147, 5.624527, -0.880836], [3.488002, 4.712408, -1.006024], [3.247588, -0.126182, -3.242631], [3.316683, -0.569237, -5.685565], [2.548261, 1.163714, -7.273010], [1.701842, 3.327754, -6.418934], [1.616655, 3.747203, -3.990957], [5.223910, 2.087055, -2.246579], [7.065945, 3.713396, -2.054866], [6.624853, 5.982439, -1.163782], [4.333539, 6.609466, -0.478718], [2.480699, 4.978545, -0.710228], [2.101488, 1.590254, 7.970373], [2.225367, 1.076441, 6.709576], [2.204587, -0.322351, 6.536380], [2.605858, -1.112012, 7.570404], [1.921467, -0.856616, 5.318875], [2.063385, -2.207369, 5.175227], [1.590689, -0.076226, 4.187780], [0.587110, -0.752956, 2.854118], [-0.907816, -1.464993, 3.629833], [-2.058273, -0.676738, 3.561926], [-3.241009, -1.110231, 4.145536], [-3.280574, -2.330632, 4.804790], [-2.132364, -3.107663, 4.897558], [-0.948052, -2.676323, 4.317708], [1.541517, -2.189716, 2.241025], [0.922009, -3.300919, 1.674300], [1.672197, -4.296111, 1.064052], [3.054185, -4.191388, 1.004798], [3.679426, -3.085099, 1.564815], [2.929860, -2.094552, 2.178089], [1.730705, 1.327578, 4.375400], [1.955780, 2.518768, 2.835736], [2.022073, 1.879163, 5.595481], [2.148933, 3.218682, 5.753257], [-2.034324, 0.282363, 3.053485], [-4.123672, -0.488515, 4.070554], [-4.204471, -2.674797, 5.252714], [-2.154384, -4.051095, 5.429129], [-0.054110, -3.281319, 4.405480], [-0.157782, -3.387630, 1.694887], [1.170157, -5.149494, 0.624782], [3.639672, -4.962485, 0.520442], [4.756415, -2.986336, 1.517306], [3.419826, -1.229637, 2.610847], [-0.348621, -1.543184, -1.090993], [-2.044202, -0.824893, -1.433735], [-3.304368, -2.075203, -0.673114], [-3.720688, -3.180579, -1.647067], [-2.606858, -2.758132, 0.516253], [-4.584398, -1.444799, -0.120779], [-2.060141, -0.433522, -3.317564], [-3.108825, 0.589372, -3.758376], [-0.687635, 0.168443, -3.667940], [-2.231039, -1.691071, -4.176490], [-0.171029, -2.485840, -1.614878], [-0.217806, -1.749729, -0.027764], [0.444810, -0.858831, -1.390510], [-2.870446, -3.696593, -2.098706], [-4.352804, -2.800812, -2.448253], [-4.304178, -3.927875, -1.096930], [-1.756379, -3.368198, 0.210840], [-3.328167, -3.415364, 1.015359], [-2.262508, -2.040077, 1.263845], [-5.181587, -0.966066, -0.890723], [-4.377737, -0.693632, 0.640666], [-5.180765, -2.236487, 0.350141], [-2.982596, 1.543095, -3.248854], [-4.128301, 0.267917, -3.559516], [-2.988272, 0.760167, -4.835844], [-0.466798, 1.045494, -3.058666], [-0.704644, 0.490777, -4.716185], [0.132093, -0.539838, -3.560018], [-3.244931, -2.082861, -4.143384], [-1.546517, -2.495629, -3.895505], [-2.012427, -1.428500, -5.218017]], "atomic_forces_ev_per_a": [[0.5, -0.4, -1.0], [-0.2, 0.1, 0.0], [0.0, -0.2, -0.3], [0.1, 0.0, 0.2], [-0.1, -0.1, -0.1], [-0.2, -0.1, -0.2], [0.2, -0.1, 0.3], [-0.9, 0.4, 0.4], [0.3, 0.0, -0.1], [-0.1, 0.2, 0.2], [0.0, -0.1, 0.0], [0.1, 0.3, -0.3], [0.0, 0.1, 0.0], [-0.1, 0.0, 0.1], [0.0, 0.0, 0.1], [0.0, 0.0, -0.1], [0.0, 0.0, 0.1], [0.0, 0.0, 0.0], [0.0, -0.1, 0.0], [0.0, 0.0, 0.0], [0.0, -0.1, 0.0], [0.0, 0.0, 0.0], [0.0, 0.0, 0.0], [0.0, 0.0, 0.0], [0.0, 0.0, 0.0], [0.0, 0.0, 0.0], [0.0, 0.0, 0.0], [0.0, 0.0, 0.0], [0.0, 0.0, 0.0], [0.0, 0.0, 0.0], [0.0, 0.0, 0.0], [0.0, 0.0, 0.0], [0.0, 0.0, 0.0], [0.0, 0.0, 0.0], [0.0, 0.0, 0.0], [0.0, 0.0, 0.0], [0.0, 0.0, -0.1], [0.0, 0.0, 0.0], [0.0, 0.0, 0.1], [0.0, 0.1, -0.1], [0.1, -0.1, 0.2], [-0.1, 0.1, 0.0], [-0.1, -0.1, -0.1], [0.2, -0.3, 0.4], [0.1, 0.1, -0.1], [-0.1, 0.0, 0.1], [0.1, 0.0, 0.0], [0.0, 0.0, 0.0], [0.0, 0.0, 0.0], [0.0, -0.1, 0.0], [0.0, 0.0, 0.0], [0.0, 0.0, 0.0], [0.0, 0.0, 0.0], [0.0, 0.0, 0.0], [0.0, 0.0, 0.0], [0.0, 0.0, 0.0], [0.0, 0.2, 0.2], [0.1, 0.0, 0.1], [0.0, 0.0, 0.0], [0.0, -0.1, -0.1], [0.0, 0.0, 0.0], [0.0, 0.0, 0.0], [0.0, 0.0, 0.0], [0.0, 0.0, 0.0], [0.0, 0.0, 0.0], [0.0, 0.0, 0.1], [0.0, 0.0, 0.0], [0.0, 0.0, 0.0], [0.0, 0.0, 0.0], [0.0, 0.0, 0.0], [0.0, 0.0, -0.1], [-0.1, 0.2, 0.1], [0.0, 0.0, 0.1], [0.0, 0.0, 0.0], [0.0, 0.0, 0.0], [0.0, 0.0, 0.0], [0.0, 0.1, 0.0], [0.0, 0.0, 0.0], [-0.1, 0.1, 0.0], [0.1, -0.1, 0.0], [0.0, -0.1, 0.0], [0.0, 0.0, 0.0], [0.1, 0.0, 0.0], [0.1, 0.0, 0.0], [0.0, 0.0, 0.0], [0.0, 0.0, 0.0], [0.0, 0.0, -0.1], [0.0, 0.0, 0.0], [0.0, 0.0, 0.0], [0.0, 0.1, -0.1], [0.0, 0.1, 0.0], [0.0, 0.0, 0.0], [0.0, 0.0, 0.0], [0.0, 0.0, 0.0], [0.0, 0.0, 0.0], [0.0, 0.0, 0.0], [0.0, 0.0, 0.0], [0.0, -0.1, 0.0], [-0.1, 0.0, 0.0], [0.0, 0.0, 0.0], [0.0, 0.0, 0.0]]}